#a
C3H4AgLiO4 as an isolated structure, computed with the ωB97M-V functional and the def2-TZVPD basis.

Each line ends with the Löwdin spin population.
Element x y z (Å)
H -3.933 1.821 1.807  0.000
C -3.267 1.104 1.320  0.000
C -3.280 -0.310 1.662  0.000
O -3.915 0.185 0.473  0.000
H -2.373 -0.893 1.486  0.000
H -3.959 -0.678 2.434  0.000
O -2.118 1.681 0.828  0.000
H -1.853 2.650 1.254  0.000
O -2.884 4.164 -1.547  0.015
C -2.148 3.891 -0.671  0.002
Li -3.648 5.565 -2.656  0.305
Ag -4.631 7.479 -4.715  0.676
O -1.598 4.222 0.328  0.001

spin multiplicity	2
lowest unoccupied orbital energy (alpha / beta)	-4.7882 / -6.0384	eV
frontier orbital gap (alpha / beta)	0.2638 / 0.2447	Ha
<S²>	0.751
total charge	+1

=====

#b
C3H4AgLiO4 as an isolated structure, computed with the ωB97M-V functional and the def2-TZVPD basis.

Each line ends with the Löwdin spin population.
Element x y z (Å)
O 0.504 -0.445 0.346  0.029
C 0.398 1.105 -0.196  -0.002
C -0.821 -0.884 0.584  0.005
O 0.998 1.960 0.422  0.027
O -0.894 1.250 -0.429  -0.004
C -1.633 0.027 -0.352  0.000
H -0.966 -0.727 1.659  0.001
H -0.986 -1.930 0.301  0.000
H -2.611 0.260 0.079  0.000
H -1.677 -0.401 -1.362  0.000
O 2.509 0.384 -0.890  0.874
Ag 2.325 -1.442 -1.084  0.073
Li 2.856 0.842 0.920  -0.004

spin multiplicity	2
lowest unoccupied orbital energy (alpha / beta)	-4.7795 / -5.6566	eV
frontier orbital gap (alpha / beta)	0.3391 / 0.2927	Ha
<S²>	0.757
total charge	+1

=====

The structure shown above that is most stable: #a.